Record 1
Density functional theory data (ωB97M-V/def2-TZVPD) for C4H18CrN4O6 as an isolated structure in a non-equilibrium geometry.

Properties
- Calculated total energy: -1878.117282 a.u.
- LUMO energy (spin up / spin down): -0.06 / -0.07 eV
- Gap between HOMO and LUMO (spin up / spin down): 5.425 / 6.476 eV
- <S²>: 6.010
- Charge: 0
- Strongest force on any atom: 0.118 hartree/bohr
- 2S+1: 5

Each line ends with the natural charge from an NBO analysis.
Atoms and positions in Å:
H: 23.00016 -18.09041 0.59307  0.3865
C: 25.23464 -16.66861 6.92184  -0.1991
C: 25.58309 -19.32493 3.89346  0.7874
H: 21.96946 -16.30097 1.17405  0.3862
H: 26.05680 -12.83936 5.01223  0.1372
O: 26.34219 -18.39942 3.85206  -0.6820
H: 26.14524 -16.45072 7.47989  0.1233
N: 24.73516 -19.50087 4.83177  -0.8126
H: 28.41845 -15.87961 5.47638  0.5051
O: 25.12095 -16.09952 5.64666  -0.9418
C: 23.75813 -16.66980 1.86984  0.7807
N: 23.80543 -17.60864 0.96660  -0.8281
H: 28.50041 -17.38825 5.38051  0.4927
H: 28.65824 -16.62566 2.12590  0.4963
H: 24.71666 -18.01927 0.82119  0.4015
O: 27.71848 -16.44459 2.10870  -0.8964
N: 25.50283 -20.27337 2.94222  -0.8378
H: 24.12334 -20.27591 5.04411  0.3915
O: 28.15423 -16.61875 4.92858  -0.9352
O: 26.99558 -14.04477 3.61538  -0.9666
C: 26.89870 -12.84251 4.31992  -0.2082
O: 24.79426 -16.39945 2.52862  -0.7145
H: 27.44965 -16.65606 1.21470  0.4882
N: 22.72250 -15.91613 1.72624  -0.7890
H: 24.44017 -16.19540 7.49889  0.1520
H: 22.65321 -15.03562 2.21614  0.4306
H: 24.61800 -20.75958 2.97008  0.3842
H: 26.79689 -11.94644 3.70773  0.1248
H: 27.78547 -12.62337 4.91466  0.1133
Cr: 26.47675 -16.09811 3.85889  1.3365
H: 24.84284 -18.92236 5.65264  0.4207
H: 26.02567 -20.07466 2.10124  0.3983
H: 25.05042 -17.74044 6.84859  0.0739

Record 2
Density functional theory data (ωB97M-V/def2-TZVPD) for a 5-piece molecular cluster, C4H18N2O6 overall in a non-equilibrium geometry.

Properties
- Calculated total energy: -724.081973 a.u.
- SMILES string: O=CNCCNCO.O.O.O.O
- LUMO energy: 0.41 eV
- Gap between HOMO and LUMO: 8.640 eV
- Charge: 0
- Strongest force on any atom: 0.101 hartree/bohr

Each line ends with the natural charge from an NBO analysis.
Atoms and positions in Å:
H: 2.08468 -3.44147 0.12069  0.4988
O: 2.55258 1.43240 -1.18768  -0.9250
H: -2.36709 -1.52534 -1.88120  0.2357
H: 2.76391 -0.14761 2.02079  0.4699
H: -2.06027 1.52389 2.57403  0.1796
O: 2.08864 -2.37436 0.07162  -0.9714
H: -0.06779 1.54070 1.12102  0.5029
O: 2.92481 -0.21028 1.12796  -0.9536
H: 0.90247 -0.17549 -2.20173  0.1557
O: -0.16574 -1.94183 -1.85796  -0.6809
H: 2.29487 1.29630 1.35826  0.4997
O: -1.00587 1.37212 0.92212  -0.8188
H: 3.43179 1.36831 -0.99797  0.4690
H: -1.05922 -0.06350 2.36087  0.1624
H: 1.35753 -2.21775 -0.47514  0.4964
O: 1.59399 2.08738 1.49112  -1.0068
N: -2.76670 0.06175 1.08403  -0.6660
H: 2.50076 -0.92375 0.69695  0.5095
C: -2.29701 -0.52043 -1.36621  -0.2670
H: -3.35373 0.80222 0.74180  0.3578
H: -3.08944 0.25325 -1.58422  0.1982
H: -1.25749 -1.29431 0.28532  0.2146
C: -2.32449 -0.98224 0.04505  -0.2236
H: 2.54047 1.85071 -2.01577  0.4602
N: -1.06949 0.11871 -1.67419  -0.5852
H: -1.15400 1.14515 -1.79018  0.4231
C: -1.73420 0.65603 1.93622  0.0856
H: -3.08912 -1.80875 0.19436  0.2006
H: 1.89413 2.84392 0.98827  0.4780
C: -0.06897 -0.72574 -2.10824  0.5006

Record 3
Density functional theory data (ωB97M-V/def2-TZVPD) for a 4-piece molecular cluster, C4H18NO3 overall in a non-equilibrium geometry.

Properties
- Calculated total energy: -443.442661 a.u.
- LUMO energy: -2.60 eV
- Gap between HOMO and LUMO: 11.543 eV
- Charge: +1
- Strongest force on any atom: 0.054 hartree/bohr

Each line ends with the natural charge from an NBO analysis.
Atoms and positions in Å:
O: -2.25684 0.54139 1.10495  -1.0098
H: -0.20853 1.13554 -2.05899  0.2176
N: 0.25645 0.04146 0.12721  -0.5350
C: 0.61986 -0.58846 -1.22468  -0.0242
C: -0.22241 0.04978 -2.30427  -0.6514
O: 4.68959 0.80893 2.50352  -0.9497
H: 5.02007 1.33872 3.22462  0.4758
H: 1.21892 -2.46702 -0.31465  0.2218
H: 0.91963 -2.54166 -2.05390  0.2534
H: -2.43909 1.25955 1.71348  0.4932
H: -5.01764 -0.78459 -0.00659  0.4921
H: 1.61962 1.14544 1.29739  0.2408
H: -3.12039 0.08235 0.92384  0.5172
H: 0.26141 2.07270 0.78863  0.2328
C: 0.57884 -2.09486 -1.12058  -0.6406
H: -1.29704 -0.10852 -2.29274  0.2362
H: 0.56142 -0.58656 0.86887  0.4238
H: 5.41844 0.20031 2.33471  0.4747
C: 0.97693 1.33350 0.43864  -0.4224
H: 1.54725 1.60920 -0.43931  0.2282
H: -5.10588 0.47980 0.84587  0.4867
H: -0.40889 -2.52220 -0.94768  0.2279
H: 1.64937 -0.24270 -1.28777  0.2099
O: -4.76508 -0.42442 0.84536  -0.9347
H: 0.27334 0.13720 -3.26776  0.2594
H: -0.76934 0.12512 0.30182  0.4764

Record 4
Density functional theory data (ωB97M-V/def2-TZVPD) for a 6-piece molecular cluster, C4H18NO7S overall in a non-equilibrium geometry.

Properties
- Calculated total energy: -1142.647404 a.u.
- LUMO energy (spin up / spin down): -0.16 / -2.39 eV
- Gap between HOMO and LUMO (spin up / spin down): 9.192 / 7.515 eV
- <S²>: 0.757
- Charge: 0
- Strongest force on any atom: 0.138 hartree/bohr
- 2S+1: 2

Each line ends with the natural charge from an NBO analysis.
Atoms and positions in Å:
H: -0.68045 1.55089 0.57651  0.4563
C: 0.52680 1.01243 -1.03929  0.0731
H: -1.43709 -2.42828 0.28723  0.1488
H: 3.73692 -1.01639 -1.44191  0.4598
O: 1.20803 3.97658 1.27256  -0.9275
H: 1.18445 -1.97570 -1.65968  0.4894
H: -2.86360 2.55339 1.04942  0.1384
C: -1.80218 0.44871 0.64641  -0.4276
O: 1.85537 0.19948 2.22494  -0.9647
H: -0.25047 1.51208 -1.66980  0.1852
H: 1.90597 -1.39652 1.75849  0.5067
O: 2.01474 -2.48345 -1.59482  -1.0096
H: 2.07904 -2.63193 -0.56563  0.5021
H: 1.69982 3.28148 1.08055  0.4550
O: 0.41325 1.74384 0.25316  -0.7961
H: 0.40155 -0.53116 0.33459  0.3878
H: 0.35622 3.86645 0.80401  0.4758
H: 2.36751 -2.87966 1.62390  0.4833
C: -1.95660 -1.80196 -0.48569  0.4486
H: 3.23934 -1.54324 -2.68774  0.4832
S: -3.27926 1.29623 0.84902  0.0834
H: 1.74905 1.04914 1.80051  0.5200
C: -1.47582 -0.31964 -0.54909  -0.2411
H: -1.90298 0.07358 -1.46816  0.2389
H: 1.60057 1.15289 -1.22187  0.2229
N: 0.06038 -0.37750 -0.66899  -0.6533
H: 1.24286 0.03950 2.91731  0.4849
H: -1.20005 0.04328 1.53314  0.2113
O: 1.70198 -2.21163 1.17046  -1.0043
O: 3.95876 -1.02978 -2.40851  -0.9506
O: -2.76917 -2.05183 -1.34109  -0.4803

Record 5
Density functional theory data (ωB97M-V/def2-TZVPD) for a 5-piece molecular cluster, C4H19N2O5 overall in a non-equilibrium geometry.

Properties
- Calculated total energy: -649.305076 a.u.
- LUMO energy: -2.87 eV
- Gap between HOMO and LUMO: 10.383 eV
- Charge: +1
- Strongest force on any atom: 0.037 hartree/bohr

Each line ends with the natural charge from an NBO analysis.
Atoms and positions in Å:
O: 0.66284 -2.74274 1.15454  -1.0088
C: 0.71345 2.68376 -0.84894  0.4691
N: 0.04254 -0.88491 -0.58485  -0.7159
H: 2.47960 -0.22471 -1.62836  0.2276
O: -1.64893 -1.82761 2.38999  -0.9646
H: 1.05415 3.68385 -1.15399  0.1459
C: 1.65653 0.47094 -1.81148  -0.4199
H: 0.64430 -1.69343 -0.38313  0.4703
H: 0.16416 -0.20290 0.17564  0.4628
C: 0.30384 -0.21622 -1.89413  -0.2301
H: -0.12540 -2.67700 1.75355  0.5166
H: -1.35548 -1.23053 3.11354  0.4939
H: 0.95843 -3.65989 1.20871  0.4921
H: -1.36048 1.73972 0.90887  0.4982
H: -2.21696 1.79923 2.24158  0.4898
H: -1.85662 -1.17369 1.71422  0.4927
H: 1.86302 0.96305 -2.77066  0.2366
N: 1.84190 1.14083 0.60298  -0.8767
H: 1.44221 1.69877 1.33631  0.3954
H: 2.79994 2.11557 -1.03410  0.2107
O: -1.49975 1.33506 1.78610  -0.9934
O: -2.91427 -1.27696 -0.21483  -0.9836
H: -3.05201 -2.19888 0.08357  0.4971
C: 1.84544 1.66035 -0.79766  -0.1523
H: -0.38432 0.59486 -2.11026  0.2371
H: 0.26678 -1.02511 -2.61887  0.2277
H: -3.77973 -0.91758 -0.39890  0.5045
O: -0.41551 2.39409 -0.56038  -0.5644
H: 2.79581 0.89553 0.85866  0.3873
H: -0.92548 -1.22345 -0.51773  0.4544

Record 6
Density functional theory data (ωB97M-V/def2-TZVPD) for a 6-piece molecular cluster, C4H19NO5 overall in a non-equilibrium geometry.

Properties
- Calculated total energy: -594.375006 a.u.
- LUMO energy (spin up / spin down): -3.32 / -8.33 eV
- Gap between HOMO and LUMO (spin up / spin down): 11.494 / 6.469 eV
- <S²>: 0.754
- Charge: +1
- Strongest force on any atom: 0.080 hartree/bohr
- 2S+1: 2

Each line ends with the natural charge from an NBO analysis.
Atoms and positions in Å:
O: -0.12587 -2.50783 2.33389  -0.9332
H: 0.27122 -0.32707 0.00851  0.2939
H: -0.70200 -2.54587 1.56795  0.4577
H: -1.13807 0.30482 -1.61365  0.4475
H: 1.81571 0.31744 -3.12135  0.5040
O: 1.36270 -1.54354 -2.29056  -0.9499
H: -1.97659 -0.22103 -2.63121  0.4902
H: -0.95159 -2.45594 -0.15613  0.4555
H: 0.71676 -2.78016 1.95278  0.4757
H: 1.66443 1.29134 -1.98336  0.4148
H: -1.07851 -3.88891 -0.49966  0.4958
O: 1.90573 1.25372 -2.90602  -0.9133
H: 0.91975 1.65281 2.56070  0.2412
H: 1.03677 2.25598 -0.54255  0.4248
O: -1.80723 -0.39452 -1.69018  -0.9317
C: -1.07759 1.57449 1.82195  -0.4375
C: 0.68255 0.53525 0.65572  -0.3108
H: 1.70720 0.14616 0.36843  0.2756
H: -1.54760 2.58923 -0.12284  0.2768
N: 0.29640 1.64348 -0.19637  -0.1777
H: 0.44260 -1.84876 -2.28046  0.4972
H: -1.39337 2.24600 2.63689  0.2621
H: -1.75267 0.75652 1.85833  0.2562
C: -0.72977 2.44340 0.61188  -0.2684
C: 0.29607 0.87279 2.06223  -0.4319
O: -0.39317 -3.21531 -0.37193  -0.9415
H: -0.34007 3.44327 0.65350  0.2694
H: 1.66397 -1.58218 -1.36862  0.4659
H: 0.23221 -0.01558 2.68211  0.2916

Record 7
Density functional theory data (ωB97M-V/def2-TZVPD) for a 6-piece molecular cluster, C4H19NO7 overall in a non-equilibrium geometry.

Properties
- Calculated total energy: -745.136882 a.u.
- SMILES string: CCNCC(=O)O.O.O.O.O.O
- LUMO energy: 0.15 eV
- Gap between HOMO and LUMO: 9.199 eV
- Charge: 0
- Strongest force on any atom: 0.120 hartree/bohr

Each line ends with the natural charge from an NBO analysis.
Atoms and positions in Å:
H: -0.24096 2.31377 -0.97535  0.4070
H: -1.29606 1.85337 1.70170  0.4593
H: 1.76615 1.99635 -2.77050  0.2122
H: 0.42104 -0.54113 2.94644  0.4793
H: 1.33543 -1.67332 0.79586  0.5157
O: 1.20824 -2.24097 1.62824  -0.9917
H: 1.75394 2.50722 -1.01489  0.2351
O: -0.33968 -0.02135 3.24962  -0.9465
H: 2.65161 -0.26788 0.57221  0.4889
N: -0.00075 1.35962 -1.57804  -0.6773
C: 2.06979 0.34512 -1.21393  0.7937
C: -0.39299 -0.23107 -3.33622  -0.6198
C: -1.07018 0.87862 -2.50943  -0.2032
H: -0.49652 -2.33172 2.14642  0.4864
C: 1.45380 1.64250 -1.79570  -0.3257
H: -1.39226 1.64182 -3.25717  0.1769
O: 2.22623 0.51208 0.12988  -0.7218
H: -1.35619 -1.79395 3.30773  0.4807
O: 2.15596 -0.83296 -1.51680  -0.6194
H: 0.44384 0.32864 -3.69385  0.2026
H: -2.03984 1.29454 0.70855  0.4787
H: -0.18459 -1.03229 -2.71344  0.2177
H: -2.43539 -0.96619 1.65578  0.4879
H: 1.36565 -3.14513 1.57418  0.4984
O: -1.95881 2.15574 0.99315  -0.9465
H: -2.98068 -0.93013 0.22950  0.4688
O: -1.35668 -2.31891 2.57211  -0.9800
H: 0.12826 0.69141 3.61390  0.4676
H: -0.98562 -0.75115 -4.08612  0.2167
O: -2.81407 -0.39098 1.08187  -0.9571
H: -1.78467 0.57606 -1.66751  0.2153

Record 8
Density functional theory data (ωB97M-V/def2-TZVPD) for a single C4H2 molecule in a non-equilibrium geometry.

Properties
- Calculated total energy: -153.474167 a.u.
- SMILES string: C#CC#C
- LUMO energy: 1.13 eV
- Gap between HOMO and LUMO: 11.080 eV
- Charge: 0
- Strongest force on any atom: 0.050 hartree/bohr

Each line ends with the natural charge from an NBO analysis.
Atoms and positions in Å:
H: 1.35309 -1.33039 -2.34207  0.2526
C: 0.78195 -0.80893 -1.54606  -0.1622
C: -0.30136 0.39628 0.52985  -0.0862
C: -0.78022 0.77068 1.56054  -0.1509
H: -1.04189 1.17709 2.51033  0.2390
C: 0.24777 -0.33247 -0.57238  -0.0923